The following is a DFT calculation (ωB97M-V with the def2-TZVPD basis set) of a structure of composition C41H43N3O3P2S3W.

Computed properties:
gap between HOMO and LUMO = 6.08 eV
HOMO level = -18.361 eV
energy above the lowest of the compared OMol25 structures with the same formula, charge and spin = 15.9 kcal/mol
charge = +4
LUMO = -12.3 eV
multiplicity = 1

```
96
Properties=species:S:1:pos:R:3:forces:R:3:mulliken_charge:R:1
W -0.013146 0.062571 -0.466510 0.19 0.59 -0.15 0.738
S 0.652326 -2.162313 0.097189 -0.14 -0.11 0.21 -0.633
P 1.531592 -1.397117 1.843909 -0.20 -0.07 -0.15 1.505
C 1.078289 0.271520 1.332936 0.49 0.21 0.21 0.256
P -0.109380 1.509336 1.759451 -0.05 -0.63 0.08 1.112
S 2.043777 0.943981 -0.015787 -0.04 0.00 0.14 -0.194
C -1.396595 1.072232 2.900125 0.03 -0.02 0.06 0.709
C -2.615983 0.603787 2.407637 -0.01 0.04 0.02 -0.216
C -3.628356 0.262619 3.289756 -0.02 0.00 -0.01 -0.714
C -3.424482 0.401835 4.657389 0.01 0.00 0.00 -0.641
C -2.213563 0.881800 5.151016 0.00 0.00 -0.02 -0.961
C -1.197383 1.224354 4.277146 0.00 0.00 0.04 -0.451
C 0.697487 3.003717 2.302519 -0.10 0.19 -0.28 1.161
C 2.083174 3.132709 2.427958 -0.02 0.00 0.09 -0.444
C 2.612013 4.316368 2.915862 0.00 0.03 0.00 -0.821
C 1.771632 5.365658 3.270635 -0.01 -0.02 -0.01 -0.591
C 0.392013 5.236710 3.147027 0.02 0.00 -0.01 -0.733
C -0.149486 4.060772 2.658300 0.01 0.02 -0.03 -0.723
C 0.721779 -2.018543 3.278264 0.03 -0.03 -0.01 1.141
C -0.676579 -2.119297 3.318812 0.00 -0.07 0.04 -0.267
C -1.279088 -2.671368 4.431041 0.01 0.01 -0.01 -0.791
C -0.500279 -3.126577 5.494643 0.00 0.01 0.00 -0.716
C 0.884019 -3.041751 5.446879 0.00 0.00 0.01 -0.843
C 1.506456 -2.497041 4.335270 -0.02 0.05 0.04 -0.825
C 3.288923 -1.570500 1.882153 -0.03 -0.03 -0.13 0.753
C 4.010328 -0.779107 2.784934 0.04 0.03 -0.03 -0.351
C 5.384317 -0.925309 2.855494 0.00 0.00 0.01 -0.915
C 6.029297 -1.850431 2.037965 -0.02 0.00 0.00 -0.570
C 5.308159 -2.632344 1.144168 0.02 0.01 0.01 -0.912
C 3.931053 -2.494930 1.057472 0.02 -0.05 0.04 -0.305
H -2.779669 0.519478 1.338934 0.00 -0.03 0.00 0.201
H -4.580858 -0.090417 2.917010 0.01 0.01 0.01 0.486
H -4.221139 0.150609 5.346302 0.01 0.01 -0.01 0.495
H -2.071470 0.999856 6.217041 0.00 -0.01 -0.01 0.504
H -0.261146 1.614344 4.658371 -0.01 0.00 0.00 0.601
H 2.751783 2.316419 2.190566 0.00 -0.01 0.00 0.131
H 3.682694 4.417741 3.032998 -0.01 0.00 0.00 0.486
H 2.193585 6.283896 3.657580 0.00 0.00 0.00 0.460
H -0.258859 6.049675 3.439413 0.01 0.00 0.00 0.476
H -1.226409 3.957260 2.584610 0.00 -0.01 0.01 0.467
H -1.286287 -1.800050 2.482681 0.00 0.01 -0.01 0.252
H -2.356037 -2.767980 4.468611 0.01 0.00 0.01 0.548
H -0.979502 -3.568722 6.358642 0.00 0.00 -0.01 0.461
H 1.482408 -3.414948 6.266770 -0.01 0.00 0.00 0.469
H 2.586156 -2.457212 4.291888 0.00 0.00 0.00 0.456
H 3.507517 -0.071312 3.436554 0.00 0.00 -0.01 0.547
H 5.955052 -0.329177 3.554961 0.00 -0.01 -0.01 0.493
H 7.103201 -1.966495 2.107099 -0.01 0.00 0.00 0.472
H 5.817269 -3.359958 0.526642 0.00 0.00 0.00 0.511
H 3.367604 -3.124268 0.377760 0.00 0.01 0.00 0.545
N -2.501338 -1.863582 0.001323 -0.08 0.06 -0.01 -0.400
N -1.920896 -1.042958 -1.035621 -0.03 0.11 -0.02 -0.690
H -1.983034 -2.737088 0.035884 0.01 0.05 0.02 0.252
H -3.459464 -2.089049 -0.258175 0.04 -0.06 -0.03 0.265
H -2.586085 -0.296613 -1.233872 0.01 -0.03 -0.03 0.455
H -1.795602 -1.554603 -1.917277 -0.03 -0.07 -0.01 -0.213
C -2.996677 3.506089 -1.233767 0.00 0.04 0.03 -1.173
S -1.304107 3.069050 -0.916143 -0.13 -0.12 0.03 0.849
C -0.498754 3.814461 -2.314033 0.03 0.06 0.05 -1.131
O -1.270645 1.530541 -1.254442 0.00 0.01 -0.14 -0.842
H -3.089657 4.575392 -1.029309 -0.01 -0.01 -0.03 0.495
H -3.615364 2.952874 -0.528651 -0.01 0.03 0.01 0.341
H -3.261753 3.283072 -2.265638 0.00 -0.02 0.00 0.430
H -0.553420 4.896506 -2.173544 0.00 -0.01 -0.02 0.518
H -1.001907 3.516488 -3.231596 0.01 -0.01 0.00 0.408
H 0.544458 3.502753 -2.298290 0.01 0.02 -0.01 0.300
C -4.711557 -0.080772 -5.671582 0.02 -0.01 0.03 -0.973
O -3.334975 -0.033658 -5.218464 0.01 -0.05 0.02 -0.497
C -2.826406 -1.115778 -4.601344 -0.03 0.10 -0.05 0.992
C -3.569174 -2.170731 -4.078341 -0.03 -0.06 0.02 -0.496
C -2.914446 -3.255391 -3.509715 -0.06 0.02 -0.02 -0.883
C -1.522961 -3.308397 -3.455613 0.00 -0.02 -0.02 -1.044
C -0.774979 -2.261744 -3.972031 0.04 0.04 -0.04 -0.407
C -1.424033 -1.158573 -4.515511 0.06 -0.03 0.03 0.204
N -0.764730 -0.088721 -5.187028 0.01 -0.03 0.04 0.180
C 0.454935 0.342088 -5.198822 -0.03 -0.02 -0.04 -0.607
C 1.601589 -0.061083 -4.412456 -0.10 -0.01 0.07 0.820
C 2.790002 -0.169681 -5.140213 0.03 0.01 0.00 -0.846
C 3.936562 -0.688084 -4.559014 0.04 0.00 -0.01 -1.033
C 3.903660 -1.073778 -3.231728 0.04 -0.01 0.02 -0.976
C 2.751727 -0.908910 -2.463479 0.12 -0.08 0.01 -0.519
C 1.606742 -0.382246 -3.035340 0.04 0.03 0.02 0.894
O 0.484838 -0.140415 -2.303500 -0.18 -0.02 0.09 0.400
H -4.876752 -0.974533 -6.270606 0.00 0.00 -0.01 0.430
H -4.849672 0.805317 -6.280332 0.01 0.01 0.00 0.282
H -5.389367 -0.054856 -4.819705 0.00 0.00 0.00 0.376
H -4.647601 -2.169201 -4.155476 0.01 0.00 0.01 0.547
H -3.498790 -4.088599 -3.139689 0.00 0.01 -0.01 0.509
H -1.024409 -4.186231 -3.067638 0.01 -0.01 -0.01 0.538
H 0.303408 -2.333153 -3.993111 0.00 0.00 -0.01 0.558
H -1.401774 0.366860 -5.841226 -0.03 0.01 -0.01 0.306
H 0.648030 1.067997 -5.984729 0.00 -0.01 0.01 0.592
H 2.802472 0.117004 -6.185414 -0.01 0.00 0.01 0.524
H 4.840913 -0.791364 -5.142209 0.00 0.00 0.00 0.469
H 4.787795 -1.491904 -2.768587 0.01 0.00 -0.01 0.556
H 2.764987 -1.196832 -1.421992 0.00 -0.01 -0.12 0.423
```
Forces are in eV/Å.



The following is a DFT calculation (ωB97M-V with the def2-TZVPD basis set) of a structure of composition C41H44F6GeMgN9O5S3 at a distorted geometry.

Computed properties:
gap between HOMO and LUMO (alpha / beta) = 6.47 / 6.40 eV
HOMO level (alpha / beta) = -6.934 / -6.935 eV
energy above the lowest of the compared OMol25 structures with the same formula, charge and spin = 51.2 kcal/mol
charge = 0
expectation value of S² = 0.755
LUMO (alpha / beta) = -0.5 / -0.5 eV
multiplicity = 2

```
110
Properties=species:S:1:pos:R:3:forces:R:3:mulliken_charge:R:1
Mg -0.444825 -0.750884 0.322367 -0.40 0.63 0.66 1.469
F 5.077120 -1.326778 -0.910681 0.01 -0.07 0.02 -0.179
C 4.661841 -1.896569 0.213411 -0.02 0.15 -0.12 0.395
F 4.529254 -3.204291 0.036068 0.00 -0.04 0.00 -0.219
F 5.576367 -1.682019 1.154381 0.05 0.01 0.04 -0.224
S 3.055986 -1.122684 0.792704 -0.57 -0.83 0.26 1.193
O 2.927670 0.117228 0.097677 0.40 0.42 -0.13 -0.545
O 3.153826 -1.165952 2.216901 0.10 0.11 0.01 -0.747
N 1.858017 -2.132917 0.348606 0.39 0.00 -0.08 -0.560
S 1.572018 -2.106990 -1.214921 0.42 -0.27 0.52 1.050
O 2.712633 -2.282233 -2.053382 -0.12 0.22 -0.33 -0.705
O 0.680826 -0.973122 -1.468191 -0.35 -0.18 0.01 -0.940
C 0.506260 -3.638726 -1.470831 0.00 -0.03 -0.05 0.399
F 1.027712 -4.331937 -2.474330 0.05 -0.02 0.03 -0.207
F -0.718484 -3.263821 -1.805333 -0.02 0.01 -0.02 -0.187
F 0.466980 -4.394523 -0.387538 0.01 0.03 0.02 -0.205
S -2.263070 -2.239426 1.007580 0.05 0.03 -0.15 -0.520
C -3.534373 -1.206539 0.419564 -0.06 0.00 -0.23 0.332
N -4.610772 -1.002861 1.092480 0.12 -0.06 0.13 -0.569
N -5.598756 -0.238260 0.577168 -0.04 0.01 0.17 0.082
C -6.497817 0.369680 1.447733 -0.08 0.04 -0.06 0.507
C -7.388334 1.315269 0.930557 0.02 -0.02 -0.04 -0.434
C -8.307488 1.937716 1.757653 -0.03 0.03 -0.03 -0.578
C -8.360562 1.634412 3.111164 0.03 -0.01 0.01 -0.534
C -7.473235 0.695887 3.620363 -0.01 -0.01 0.05 -0.447
C -6.543597 0.063966 2.809443 0.04 -0.02 -0.07 -0.393
N -3.454410 -0.536382 -0.849652 -0.59 -0.24 0.57 -0.773
N -2.328798 -0.359793 -1.302910 0.62 0.23 -0.41 0.702
C -2.336029 0.386134 -2.535088 -0.01 0.01 0.02 0.264
C -1.266325 0.216663 -3.401984 -0.03 0.07 -0.12 -0.096
C -1.243834 0.916166 -4.602303 0.00 -0.04 0.02 -0.762
C -2.269865 1.787603 -4.926965 0.04 0.00 -0.08 -0.465
C -3.335598 1.957161 -4.052684 -0.04 -0.03 0.05 -0.944
C -3.376513 1.258735 -2.858759 0.16 0.00 -0.11 -0.366
H -5.448587 0.179485 -0.326502 -0.02 0.08 -0.12 0.344
H -7.363799 1.551526 -0.129471 0.01 -0.02 0.05 0.340
H -8.991732 2.665420 1.337156 0.02 -0.02 0.01 0.352
H -9.079523 2.120513 3.757648 0.01 -0.01 -0.02 0.381
H -7.501179 0.446354 4.674505 0.00 0.01 -0.02 0.358
H -5.853491 -0.663692 3.211822 -0.01 0.01 -0.02 0.472
H -0.467902 -0.462456 -3.145747 -0.08 0.05 -0.01 0.474
H -0.412389 0.777708 -5.281691 -0.04 0.01 -0.01 0.461
H -2.236935 2.343309 -5.855853 0.00 -0.01 0.02 0.431
H -4.135082 2.644101 -4.300530 0.01 0.00 0.01 0.398
H -4.202745 1.390333 -2.177922 -0.05 -0.02 0.07 0.344
C 2.540493 1.045304 -3.783225 0.02 0.02 -0.04 -1.107
Ge 1.951489 2.143098 -2.263534 -0.13 0.11 -0.03 1.788
C 0.647905 3.488637 -2.885298 -0.04 0.00 -0.05 0.048
C -0.631718 3.546836 -2.334369 0.00 -0.04 0.10 0.700
C -1.548761 4.503786 -2.747974 0.00 0.04 -0.01 -0.714
C -1.201030 5.418777 -3.732797 0.00 -0.02 0.01 -0.853
C 0.065565 5.367140 -4.300817 -0.04 0.02 0.00 -0.866
C 0.979582 4.411003 -3.877938 0.09 -0.01 -0.04 -0.718
C 3.514760 2.969201 -1.427727 0.08 -0.04 0.05 0.372
C 4.716848 2.330845 -1.619538 -0.02 -0.11 -0.05 -0.775
C 5.891266 2.717551 -0.940561 0.01 0.06 0.07 -0.988
C 5.850987 3.741812 -0.040976 0.00 -0.04 -0.03 -1.081
C 4.638153 4.435004 0.201569 0.03 -0.03 -0.01 1.048
C 4.585324 5.495293 1.139702 -0.07 0.05 0.04 -0.842
C 3.421761 6.173750 1.370283 0.07 -0.03 -0.01 -0.774
C 2.255509 5.816533 0.661880 -0.06 -0.03 -0.02 -0.898
C 2.278057 4.788916 -0.240184 -0.09 0.09 -0.01 0.452
C 3.464466 4.058454 -0.499762 0.04 0.06 -0.06 0.130
H 3.380397 1.529704 -4.287426 -0.04 0.00 0.00 0.561
H 1.713353 0.956641 -4.488366 0.05 0.00 0.04 0.134
H 2.847024 0.045910 -3.476431 0.00 0.02 0.06 0.349
H -0.918291 2.824485 -1.573686 0.00 0.02 -0.01 0.057
H -2.541675 4.526938 -2.311259 0.03 0.00 -0.01 0.508
H -1.914409 6.165645 -4.060169 0.02 -0.01 0.01 0.376
H 0.343311 6.077301 -5.070831 0.00 -0.02 0.02 0.417
H 1.968851 4.395780 -4.326999 -0.04 -0.01 0.03 0.373
H 4.777916 1.482650 -2.294230 -0.02 0.03 0.02 0.266
H 6.816565 2.185532 -1.127256 -0.03 0.02 0.01 0.451
H 6.739954 4.040593 0.502955 -0.01 -0.01 -0.01 0.382
H 5.493056 5.762669 1.669344 -0.02 0.00 -0.01 0.392
H 3.392959 6.988353 2.083223 0.01 -0.01 -0.01 0.400
H 1.336209 6.367644 0.829153 0.03 -0.02 -0.01 0.498
H 1.372168 4.533775 -0.775332 0.03 0.00 0.01 -0.087
C 0.921766 -2.304289 5.731301 -0.01 -0.01 0.00 -0.950
N 0.382791 -1.487355 4.660411 0.00 0.06 -0.08 0.137
C -0.448362 -0.398298 4.787992 -0.04 -0.03 -0.02 -0.883
C -0.701468 0.028216 3.519189 0.00 -0.06 0.14 -0.580
N -0.032093 -0.769137 2.621899 0.18 0.01 -0.37 0.373
C 0.595086 -1.669973 3.342234 -0.08 -0.04 0.08 -1.036
H 1.112049 -1.680263 6.601565 0.00 0.01 -0.01 0.346
H 1.863814 -2.740985 5.406962 -0.02 0.00 -0.01 0.345
H 0.227849 -3.099115 6.003146 0.00 0.01 0.00 0.317
H -0.788470 -0.048555 5.748874 0.02 -0.02 -0.06 0.477
H -1.358201 0.824848 3.210545 0.05 -0.01 0.00 0.316
H 1.207764 -2.468826 2.959346 0.01 0.06 0.00 0.605
C 0.163767 3.626847 3.185880 0.03 0.04 -0.04 -1.439
N 0.349473 2.844589 1.975232 -0.02 -0.04 -0.06 1.090
C 1.694823 2.329650 1.777368 -0.03 -0.02 0.14 -1.295
C -0.679002 2.318927 1.281588 0.02 -0.01 -0.02 -0.921
O -0.572791 1.251178 0.632715 -0.04 -0.04 -0.19 2.142
N -1.861979 3.001746 1.311566 0.09 -0.02 0.05 0.260
C -3.058003 2.306238 0.868176 -0.07 0.04 0.02 -0.847
C -1.876705 4.460858 1.225369 -0.02 -0.02 -0.01 -1.232
H 0.780863 3.183900 3.970062 -0.01 0.01 0.00 0.423
H -0.872728 3.594287 3.510004 0.00 -0.01 0.00 0.477
H 0.474496 4.665119 3.045467 -0.01 -0.01 0.00 0.181
H 2.400496 3.149364 1.909572 0.00 -0.03 0.06 0.516
H 1.795028 1.947781 0.772306 0.03 -0.07 -0.10 -0.267
H 1.918101 1.529715 2.489598 -0.01 -0.02 -0.03 0.456
H -3.010558 1.265919 1.176204 -0.01 -0.06 -0.03 -0.049
H -3.179452 2.357475 -0.218719 0.00 -0.03 0.00 0.245
H -3.927543 2.756345 1.348607 0.02 0.01 -0.03 0.587
H -1.888729 4.950050 2.200084 -0.03 -0.02 -0.01 0.336
H -2.777792 4.758105 0.691425 0.02 -0.01 -0.03 0.503
H -1.015973 4.820798 0.659747 0.04 -0.01 0.04 0.218
```
Forces are in eV/Å.



Look up the energy above the lowest of the compared OMol25 structures with the same formula, charge and spin of the second one.
51.2 kcal/mol



Which of these has the highest energy above the lowest of the compared OMol25 structures with the same formula, charge and spin?
C41H44F6GeMgN9O5S3



Number 2 is which compound?
C41H44F6GeMgN9O5S3



Which of these has the lowest charge?
C41H44F6GeMgN9O5S3